{
  "formula": "C37H51IrN7O2S3",
  "method": "ωB97M-V/def2-TZVPD",
  "elements": ["C", "C", "N", "C", "H", "H", "H", "C", "C", "H", "H", "H", "H", "C", "H", "H", "C", "Ir", "H", "H", "H", "C", "H", "C", "N", "H", "S", "C", "C", "H", "C", "C", "H", "N", "C", "C", "C", "H", "S", "H", "C", "C", "C", "H", "S", "C", "C", "C", "N", "C", "C", "H", "H", "H", "N", "H", "H", "H", "C", "C", "H", "H", "N", "H", "N", "H", "H", "H", "C", "H", "H", "H", "H", "H", "H", "H", "H", "H", "O", "H", "C", "C", "C", "C", "H", "C", "C", "H", "C", "H", "H", "H", "O", "C", "C", "H", "H", "H", "H", "C", "H"],
  "xyz": [[-0.003, 0.647, 6.923], [3.417, 0.410, -2.991], [2.516, -2.574, -1.054], [1.005, -4.405, -1.591], [-3.383, 0.412, 5.079], [-1.044, -4.125, -1.050], [-0.899, -0.229, -4.106], [2.866, -1.323, -1.300], [2.874, -2.199, 3.902], [1.888, 0.160, -4.460], [3.109, -4.302, -2.070], [2.278, -2.762, -0.084], [0.263, 4.405, -3.516], [-5.246, -1.460, 2.807], [1.838, 3.014, 2.201], [-0.558, 4.646, -1.961], [-0.756, -3.149, -2.940], [0.847, -0.033, 1.117], [-0.270, 3.936, 3.095], [5.729, 0.037, -6.411], [-3.328, 0.585, 7.550], [3.773, -0.094, -5.487], [-5.212, 0.095, -0.392], [5.154, 0.532, -5.629], [-3.863, -0.241, 1.129], [0.948, 0.709, 7.436], [-1.402, -0.386, 0.302], [-2.405, 0.573, 6.986], [-0.039, 0.559, 5.541], [0.881, -5.246, -2.278], [-2.441, 0.476, 5.605], [-1.167, 1.918, -3.812], [-5.826, 0.228, 1.581], [-0.859, 2.765, -2.796], [-0.039, 0.705, -2.271], [-4.336, -1.851, -0.721], [-4.248, -0.399, -0.272], [-2.273, 4.011, 1.643], [3.024, -0.196, 0.030], [-0.095, -2.653, -0.963], [3.010, 0.524, 3.490], [1.013, 2.481, 0.304], [-1.257, 0.463, 4.875], [-0.954, -4.022, -3.565], [0.982, -2.181, 1.777], [-0.126, 2.539, -0.513], [-0.645, 4.191, -2.944], [-4.950, -0.139, 2.115], [-2.428, 0.013, 2.854], [2.902, 0.569, -4.416], [-1.870, 2.419, -5.026], [3.008, 1.587, 3.302], [-5.454, -2.250, 2.088], [-3.391, -2.362, -0.546], [2.205, -0.226, 2.728], [2.903, 1.088, -2.310], [3.249, -0.017, -6.441], [0.874, 0.557, 4.966], [2.127, -1.550, 2.920], [3.792, -0.046, 4.465], [5.736, 0.469, -4.709], [-1.188, 2.977, -5.670], [3.180, -0.953, -2.531], [-6.117, -1.354, 3.453], [-0.105, 2.060, -1.857], [-5.124, -2.385, -0.191], [2.826, 1.638, -4.631], [-2.695, 3.079, -4.762], [0.944, 3.008, 1.595], [1.969, 2.198, -0.114], [5.073, 1.586, -5.899], [-1.504, 4.621, -3.451], [-0.027, -2.521, -3.458], [1.186, -4.828, -0.598], [3.211, -1.669, -3.241], [-1.680, -2.575, -2.865], [-4.559, -1.895, -1.787], [2.097, -3.201, -3.007], [0.514, -0.166, -1.616], [4.455, 0.572, 5.053], [-0.229, 3.543, 2.089], [-0.730, 0.662, -3.530], [-1.279, 0.360, 3.385], [3.718, -1.430, 4.669], [-3.524, 0.134, -0.889], [-2.590, -0.161, 1.534], [-0.264, -3.555, -1.558], [-4.397, -1.760, 3.419], [-1.351, 3.583, 1.272], [3.875, -1.166, -5.284], [-4.669, 0.607, 2.855], [-1.161, 0.719, 8.726], [-0.200, 0.677, 2.793], [2.248, -3.631, -2.017], [-1.187, 0.654, 7.647], [-2.263, 1.579, -5.593], [4.484, 0.638, -2.931], [2.779, -3.265, 4.043], [4.323, -1.895, 5.436], [-1.304, 3.086, -0.020], [-2.178, 3.123, -0.656]],
  "forces_ev_per_a": [[-0.0101, -0.0056, 0.0090], [-0.0149, 0.0898, 0.0104], [0.0553, 0.1389, 0.0518], [-0.0364, 0.0662, 0.0215], [-0.0130, -0.0157, -0.0068], [-0.0195, 0.0081, 0.0168], [0.0201, -0.0342, -0.0293], [0.2280, 0.0635, -0.1145], [-0.1537, 0.0891, -0.1108], [-0.0024, 0.0946, 0.0136], [0.0043, 0.0412, -0.0588], [0.0298, 0.0170, -0.0217], [0.0100, 0.0140, 0.0046], [-0.0174, 0.0043, 0.0159], [0.0229, -0.0025, 0.0278], [-0.0392, 0.0110, -0.0287], [-0.0150, 0.0160, -0.0108], [0.2409, 1.3944, 3.2813], [-0.0024, -0.0048, 0.0176], [0.0055, -0.0101, -0.0078], [-0.0179, 0.0000, 0.0131], [-0.0139, 0.0591, 0.0438], [0.0010, -0.0089, -0.0024], [0.0113, -0.0018, -0.0242], [-0.2056, 0.2156, -0.0013], [0.0168, 0.0018, 0.0089], [0.1627, -0.2365, -1.1224], [-0.0035, -0.0052, -0.0020], [-0.0035, -0.0103, -0.0029], [-0.0159, -0.0343, 0.0334], [-0.0234, -0.0335, 0.0099], [-0.0734, 0.0174, -0.0335], [0.0001, -0.0310, -0.0200], [-0.4257, -0.0205, 0.2429], [0.0589, 0.1945, -0.0347], [-0.0042, -0.0216, 0.0115], [0.0401, -0.0290, -0.0532], [-0.0353, -0.0106, 0.0192], [-0.7851, -0.5619, -0.5615], [-0.0170, -0.0236, 0.0088], [-0.0319, -0.0926, -0.1292], [-0.0619, 0.0803, -0.3992], [0.0274, 0.1166, -0.0805], [0.0017, -0.0244, -0.0033], [-0.2046, -0.6426, 0.4327], [-0.1786, -0.2400, -0.0163], [0.2191, -0.0154, -0.0871], [0.0534, -0.0192, 0.0795], [0.0059, -0.1292, -0.1183], [0.0396, -0.0263, -0.0028], [0.0437, -0.0087, 0.0119], [0.0594, 0.0357, -0.0617], [-0.0197, -0.0145, -0.0164], [0.0327, -0.0093, -0.0045], [0.6647, 0.0153, -0.5783], [-0.0407, -0.0984, -0.0514], [-0.0041, -0.0760, -0.0070], [0.0372, -0.0089, -0.0016], [0.0833, -0.1679, 0.2440], [-0.0067, -0.1614, 0.1116], [0.0061, -0.0142, 0.0066], [0.0142, 0.0103, -0.0054], [0.2453, -0.0832, -0.0237], [-0.0099, 0.0073, 0.0247], [0.3297, 0.1930, -0.1322], [-0.0203, -0.0113, 0.0079], [0.0038, 0.0072, -0.0202], [-0.0299, -0.0153, 0.0038], [0.0581, -0.0499, -0.0232], [-0.0430, -0.0554, -0.0878], [-0.0027, 0.0315, 0.0134], [-0.0005, 0.0197, -0.0040], [0.0209, 0.0298, 0.0050], [0.0300, -0.0417, -0.0193], [-0.0129, 0.0220, -0.0026], [-0.0066, 0.0383, 0.0030], [-0.0113, -0.0014, -0.0289], [-0.0616, 0.0199, -0.0126], [-0.0637, -0.0068, -0.8930], [-0.0282, 0.0054, 0.0424], [-0.0468, 0.0645, -0.0330], [-0.0047, 0.1152, 0.1132], [0.0375, 0.0838, 0.0579], [0.0854, 0.2240, 0.0435], [-0.0306, 0.0124, 0.0076], [0.1993, -0.0517, 0.1091], [0.0260, -0.0489, -0.0481], [0.0310, -0.0178, -0.0032], [0.0511, 0.0270, 0.0522], [-0.0097, -0.0263, -0.0273], [-0.0599, 0.0281, -0.0481], [0.0002, 0.0175, 0.0195], [-0.3696, -0.3321, -0.1024], [-0.0585, -0.0678, 0.0605], [0.0103, -0.0148, 0.0042], [0.0113, 0.0011, -0.0172], [-0.0211, 0.0288, 0.0160], [0.0048, -0.0228, -0.0143], [0.0205, 0.0046, 0.0145], [0.0553, -0.0282, -0.0029], [-0.0283, -0.0498, 0.0078]],
  "mulliken_charge": [-0.87, -0.10, -0.02, -1.25, 0.37, 0.50, 0.49, 0.73, -0.70, 0.02, 0.19, 0.00, 0.32, -1.09, 0.57, 0.36, -1.17, 1.51, 0.45, 0.40, 0.43, -0.40, 0.50, -1.28, 0.30, 0.44, -0.71, -0.73, 0.15, 0.47, -0.39, 0.35, 0.43, 0.01, 0.09, -0.92, -0.80, 0.44, -0.36, -0.76, -0.56, -1.09, 0.18, 0.46, -0.68, -0.52, -1.13, -0.63, -0.09, -0.55, -1.73, 0.23, 0.32, 0.08, 1.04, -0.26, 0.42, 0.38, 0.68, -0.74, 0.31, 0.28, -0.07, 0.37, 0.79, 0.35, 0.45, 0.37, -0.14, 0.84, 0.29, 0.38, 0.06, 0.35, 0.17, 0.17, 0.42, 0.42, 0.53, 0.49, -0.97, -0.91, -0.32, -0.41, 0.23, -0.11, 1.07, 0.26, -0.77, 0.22, 0.41, 0.41, -0.51, -0.73, -0.44, 0.45, 0.43, 0.52, 0.44, 0.59, 0.54],
  "e_above_lowest_ev": 2.0056,
  "gap_ev": 7.2,
  "lumo_energy_ev": -2.616,
  "fmax_ev_per_a": 3.57,
  "e_homo_ha": -0.361,
  "total_charge": 1
}


{
  "formula": "C4H5O3Zn",
  "method": "ωB97M-V/def2-TZVPD",
  "elements": ["C", "Zn", "O", "H", "O", "H", "O", "C", "H", "H", "C", "H", "C"],
  "xyz": [[-0.068, 2.352, 0.195], [-1.418, 2.253, -1.255], [-1.265, 0.172, 0.702], [1.659, -1.491, 0.166], [-0.148, -1.280, -0.847], [0.706, 2.937, 0.707], [-1.255, 0.478, -1.623], [0.016, 0.902, 0.438], [0.814, 0.508, 1.077], [0.740, -2.977, -0.213], [-0.620, -0.013, -0.572], [0.188, -1.907, 1.110], [0.652, -1.934, 0.113]],
  "forces_ev_per_a": [[0.2322, -0.3063, 0.3912], [0.7597, 0.6744, 0.8842], [0.3931, 0.1142, -0.5648], [-0.1998, -0.1037, -0.0138], [-0.2353, 0.2780, -0.2813], [-0.5927, 0.1413, -0.4594], [-0.5165, -0.7715, -1.0609], [0.0455, -0.0206, 0.0926], [-0.1679, 0.2917, -0.2348], [-0.0358, 0.2986, 0.0559], [0.1146, -0.5965, 1.0534], [0.0950, -0.0058, -0.2216], [0.1080, 0.0063, 0.3592]],
  "lowdin_spin": [0.66, 0.04, 0.09, 0.00, 0.02, 0.04, 0.00, 0.09, 0.00, 0.00, 0.05, 0.00, 0.00],
  "multiplicity": 2,
  "e_above_lowest_ev": 0.0000,
  "gap_ev": [6.5, 7.9],
  "lumo_energy_ev": [-1.535, -1.435],
  "fmax_ev_per_a": 1.41,
  "e_homo_ha": [-0.296, -0.342],
  "total_charge": 0
}


{
  "formula": "C4H11FN3",
  "method": "ωB97M-V/def2-TZVPD",
  "elements": ["F", "N", "H", "H", "H", "N", "N", "C", "H", "H", "H", "C", "H", "C", "H", "H", "H", "C", "H"],
  "xyz": [[-0.304, -1.214, 1.009], [-1.932, -0.260, -1.002], [1.248, -1.022, -1.341], [-2.522, 0.508, -0.704], [-0.295, 0.694, -1.418], [2.205, -0.805, 0.238], [0.257, -1.163, -1.580], [0.149, 0.138, 0.936], [3.163, -0.626, 0.537], [-0.704, 1.977, 0.905], [-0.216, -2.056, -1.611], [1.475, 0.293, 0.738], [1.791, 1.255, 0.821], [-0.833, 1.136, 1.467], [-0.691, 1.375, 2.539], [-1.790, 0.745, 1.660], [1.896, -1.740, 0.351], [-0.625, -0.234, -1.230], [-2.288, -1.214, -0.958]],
  "forces_ev_per_a": [[0.4609, 1.2826, 0.2929], [0.7536, -2.8585, -0.5109], [-0.1941, -0.0934, -0.3226], [0.5412, -0.0471, -0.3204], [1.3084, 3.4156, -0.1138], [1.9886, 2.9965, 0.4635], [-2.9673, -0.4140, -0.1391], [0.2040, -1.3895, 2.0718], [0.0146, -0.8982, -0.6171], [-0.5255, 2.5816, -1.3817], [1.1260, -0.7150, 0.0532], [-3.7799, -4.1492, -0.6049], [1.8339, 2.3408, -0.0806], [1.4749, -2.0066, 2.5787], [0.9798, 0.1703, -0.4336], [-1.6109, -0.5394, -1.1517], [-0.4621, -0.5870, 0.9736], [-0.4611, 0.3566, -1.1028], [-0.6849, 0.5536, 0.3457]],
  "mulliken_charge": [-0.34, -0.28, 0.38, 0.28, 0.63, -0.54, -0.36, 0.63, 0.25, 0.40, 0.24, -0.17, 0.44, -1.60, 0.34, 0.52, 0.27, -0.31, 0.23],
  "e_above_lowest_ev": 2.2332,
  "gap_ev": 9.3,
  "lumo_energy_ev": -3.500,
  "fmax_ev_per_a": 5.65,
  "e_homo_ha": -0.470,
  "total_charge": 1
}


{
  "formula": "C30H45Cl2LaN2P",
  "method": "ωB97M-V/def2-TZVPD",
  "elements": ["H", "C", "H", "C", "C", "H", "C", "C", "H", "C", "H", "H", "H", "H", "H", "P", "C", "H", "C", "H", "C", "H", "H", "H", "N", "H", "H", "Cl", "C", "C", "H", "C", "C", "H", "C", "H", "C", "H", "C", "C", "C", "H", "C", "H", "C", "H", "H", "La", "C", "H", "H", "C", "H", "H", "C", "H", "H", "C", "H", "C", "H", "H", "H", "N", "H", "H", "C", "H", "C", "H", "H", "H", "H", "H", "C", "H", "C", "Cl", "C", "H", "H"],
  "xyz": [[-0.335, 3.856, -3.459], [4.137, -1.655, 4.286], [-2.312, -0.553, -2.318], [-3.778, 1.033, -0.618], [1.684, -3.479, -1.526], [1.813, 1.950, -3.486], [-1.433, 4.630, 3.022], [-1.432, 2.614, 0.817], [0.121, 3.900, -0.020], [-2.067, 2.298, 2.180], [0.542, 3.133, 1.510], [-5.806, -1.738, -1.248], [4.205, -3.162, 0.790], [-1.747, 3.350, -4.391], [-5.022, -0.801, -2.514], [-0.862, 1.027, 0.006], [4.054, -4.159, -1.591], [-3.558, -2.654, -2.007], [-0.367, 1.699, -1.685], [-0.694, 4.302, 3.766], [-0.919, 2.980, -3.774], [3.962, 0.130, 3.227], [0.813, -3.113, -0.956], [2.527, -4.748, -4.583], [4.454, -0.378, 3.964], [4.960, -4.225, 6.370], [-1.519, -1.561, -1.081], [-0.698, -2.428, 1.375], [2.955, -3.591, 3.691], [0.421, 0.648, -2.484], [-2.690, -0.266, 0.710], [1.000, 1.267, -3.767], [-4.950, -1.086, -1.456], [1.236, 0.235, -1.868], [4.482, -3.674, 5.558], [5.017, -4.254, -1.085], [-2.413, -0.963, -1.301], [0.482, 2.615, -5.374], [1.553, -3.896, -2.845], [-1.490, 2.298, -2.527], [-3.650, -1.870, -1.245], [-3.673, 1.467, -1.620], [4.741, -2.318, 5.375], [-0.239, -0.194, -2.744], [-0.724, 4.898, 1.690], [2.248, -4.048, 2.991], [-3.670, -2.373, -0.268], [1.761, -1.512, 1.584], [2.988, -3.508, -0.876], [-2.084, 3.024, -1.953], [0.154, 5.531, 1.859], [-5.051, 0.176, -0.591], [-2.890, 3.294, 3.905], [-2.171, 1.497, -2.847], [-2.534, 3.568, 2.906], [-0.677, 1.317, -5.123], [5.388, -1.742, 6.036], [3.214, -2.888, 0.373], [-1.318, 1.779, 2.798], [-0.280, 3.618, 0.963], [-1.864, 5.563, 3.402], [-2.194, 3.053, 0.147], [3.386, -5.386, 4.785], [3.210, -2.265, 3.487], [1.448, 0.476, -4.379], [-3.392, 3.997, 2.369], [-0.034, 2.037, -4.600], [-1.401, 5.460, 1.032], [-2.546, 0.184, -0.290], [4.719, -5.029, -3.443], [5.139, 0.119, 4.520], [0.588, -3.798, -3.349], [-5.260, -0.110, 0.449], [-2.920, 1.612, 2.074], [2.646, -4.440, -3.546], [-5.898, 0.786, -0.929], [3.884, -4.589, -2.898], [2.601, 0.966, 1.308], [3.588, -4.320, 4.690], [-3.891, 1.874, 0.078], [0.335, 2.512, -1.428]],
  "forces_ev_per_a": [[-0.0207, -0.0838, -0.0297], [-0.8125, -0.4193, -0.7640], [-0.0208, -0.0827, 0.1998], [-0.0930, -0.0211, -0.1638], [0.7982, -0.0884, -0.1773], [-0.0792, -0.0599, 0.0048], [0.1047, -0.1593, -0.0001], [-0.1286, -0.0788, -0.3382], [-0.0901, -0.0924, 0.2430], [0.0835, 0.1967, 0.0312], [-0.0951, 0.0951, -0.0725], [0.0176, 0.0687, -0.0855], [-0.1252, 0.2811, -0.1249], [0.1462, 0.0366, -0.0056], [0.0218, 0.0226, 0.0642], [-0.5248, 0.0061, -0.5958], [-0.5653, 0.0452, -0.3956], [-0.0694, 0.0402, 0.1136], [0.0318, -0.1779, 0.5338], [-0.0557, -0.0269, -0.1113], [0.0265, -0.0045, 0.0580], [0.2089, -0.1768, 0.1281], [0.4088, -0.1399, -0.3784], [0.0219, 0.0191, 0.1585], [0.1180, 0.3813, 0.3081], [-0.1501, 0.1947, -0.2479], [-0.1484, 0.1596, -0.1084], [-1.1983, -0.5837, 0.1901], [0.6253, 0.8425, 0.3769], [-0.0455, 0.0832, -0.1195], [-0.1079, -0.0890, -0.2857], [0.0716, 0.0232, 0.1585], [0.0742, 0.0232, -0.0901], [-0.2193, 0.0957, -0.1867], [-0.1638, 0.6907, -0.3432], [-0.1841, 0.0466, -0.1628], [-0.1405, -0.1611, 0.1372], [-0.0601, -0.1023, -0.0043], [0.2582, 0.0199, 0.3350], [0.1236, 0.0831, -0.2961], [0.0910, 0.0882, 0.1085], [-0.0933, -0.0859, 0.2536], [-0.0770, -0.4973, 0.0343], [0.1900, 0.1893, 0.0515], [-0.0718, -0.0976, -0.0814], [0.2245, 0.0840, 0.2079], [0.0452, 0.0930, -0.1228], [0.0461, -0.4109, -1.0001], [-0.2427, -0.0478, -0.3797], [0.1298, -0.1826, -0.1253], [-0.1115, 0.0179, -0.0142], [0.0408, -0.0348, 0.1533], [-0.0327, 0.0885, -0.0687], [0.1796, 0.1775, 0.0321], [0.0376, -0.0101, -0.0858], [0.0144, 0.0417, 0.0752], [-0.0504, -0.2896, -0.1633], [-0.1295, -0.3741, 0.6490], [-0.0879, 0.0495, -0.0796], [-0.0197, -0.0098, 0.2481], [0.0652, -0.0740, 0.0172], [0.1337, 0.0335, 0.3483], [0.0262, 0.3285, -0.0012], [1.0177, -0.8248, 1.7475], [0.0052, 0.1307, 0.0607], [0.0893, -0.0632, 0.0031], [-0.1197, -0.1011, 0.0167], [0.0364, -0.0577, 0.0450], [0.6019, 0.2397, 0.3391], [-0.0979, 0.0207, 0.0959], [-0.3516, -0.1890, -0.2782], [0.1781, -0.0985, 0.1273], [0.0364, -0.0097, -0.0855], [0.2414, 0.1118, -0.0147], [-0.0687, 0.0281, -0.1439], [0.0101, -0.0922, 0.0853], [-0.3731, 0.1624, 0.2368], [0.6799, 1.4141, 0.1751], [-0.1566, -0.2407, -0.1735], [-0.0139, -0.1829, -0.1185], [-0.0646, -0.2322, -0.1287]],
  "mulliken_charge": [0.37, 0.68, 0.26, -0.15, -0.28, 0.37, -0.73, -0.06, 0.19, -0.77, 0.21, 0.39, 0.19, 0.39, 0.30, 0.66, -0.70, 0.40, 0.41, 0.33, -1.01, -0.01, 0.25, 0.32, -0.20, 0.36, -0.33, -0.67, -0.04, -0.76, 0.50, -0.91, -0.66, 0.27, -0.18, 0.25, -0.29, 0.39, -0.54, -0.58, -0.84, 0.06, -0.74, 0.16, -0.88, 0.39, 0.31, 1.02, 1.01, 0.22, 0.41, -0.98, 0.39, 0.14, -0.83, 0.28, 0.29, -1.21, 0.35, -0.60, 0.36, 0.19, 0.37, 0.08, 0.43, 0.33, -0.68, 0.36, 0.12, 0.32, 0.20, 0.35, 0.39, 0.29, -0.58, 0.38, -0.36, -0.77, -0.86, 0.13, 0.38],
  "gap_ev": 4.0,
  "lumo_energy_ev": 2.181,
  "fmax_ev_per_a": 2.18,
  "e_homo_ha": -0.066,
  "total_charge": -1
}